{
  "formula": "C32H36ClGeN6O4S2SeTi",
  "method": "ωB97M-V with the def2-TZVPD basis set",
  "symbols": ["Ti", "S", "C", "C", "C", "C", "C", "C", "N", "C", "C", "C", "C", "C", "C", "C", "C", "N", "C", "C", "C", "C", "C", "S", "C", "H", "H", "H", "H", "H", "H", "H", "H", "H", "H", "H", "H", "O", "Cl", "O", "O", "O", "C", "N", "C", "C", "N", "C", "H", "H", "H", "H", "H", "H", "C", "Ge", "C", "C", "C", "Se", "C", "H", "H", "H", "H", "H", "H", "H", "H", "H", "H", "H", "H", "H", "H", "N", "C", "C", "N", "C", "H", "H", "H", "H"],
  "xyz": [[0.5749, 0.3398, 0.3814], [1.7992, -3.5109, 6.5902], [1.7695, -5.1941, 6.3196], [1.5571, -5.4930, 5.0089], [1.4127, -4.3323, 4.2092], [1.5213, -3.1707, 4.9265], [1.4159, -1.7953, 4.4351], [0.9476, -1.5486, 3.1302], [0.8410, -0.3510, 2.6028], [1.1889, 0.7287, 3.3404], [1.6256, 0.6005, 4.6658], [1.9149, 1.7707, 5.4451], [1.7785, 3.0020, 4.9155], [1.3706, 3.1679, 3.5494], [1.2697, 4.4297, 2.9477], [0.8952, 4.5662, 1.6264], [0.5922, 3.3815, 0.9328], [0.6777, 2.1864, 1.4827], [1.0825, 2.0446, 2.7675], [0.8170, 5.8556, 0.9395], [0.6157, 6.0842, -0.3958], [0.6291, 7.4612, -0.7274], [0.8417, 8.2533, 0.3586], [1.0252, 7.3396, 1.7863], [1.7489, -0.6927, 5.1920], [1.9169, -5.8751, 7.1416], [1.5117, -6.5022, 4.6284], [1.2609, -4.3649, 3.1396], [0.6396, -2.3731, 2.4993], [2.2368, 1.6405, 6.4703], [1.9774, 3.8863, 5.5066], [1.5068, 5.3044, 3.5425], [0.2639, 3.3901, -0.0982], [0.4792, 5.3031, -1.1294], [0.4924, 7.8436, -1.7275], [0.8979, 9.3288, 0.3969], [2.1244, -0.8090, 6.2022], [4.3056, 0.9359, -1.2101], [3.2714, 1.3878, -0.3174], [3.7910, 1.9909, 0.8922], [2.5665, 0.0400, 0.2072], [0.2420, 0.9914, -1.0279], [-4.9859, -0.2214, -0.3004], [-3.7591, 0.1316, 0.3993], [-3.6635, 0.6503, 1.6687], [-2.3338, 0.7601, 1.9340], [-1.6210, 0.3096, 0.8494], [-2.5104, -0.0610, -0.0529], [-5.7542, 0.5120, -0.0703], [-5.3294, -1.2089, 0.0028], [-4.7989, -0.2127, -1.3712], [-4.5333, 0.9023, 2.2490], [-1.8523, 1.1381, 2.8200], [-2.2650, -0.4147, -1.0450], [-3.1118, -0.4777, -5.9965], [-1.5766, -1.6827, -6.1313], [-0.0939, -0.8124, -7.0548], [-2.0842, -3.3463, -7.0255], [-1.0332, -2.0634, -4.2747], [-0.4579, -0.4591, -3.2971], [1.4499, -0.6701, -3.5933], [-3.3421, -0.0121, -6.9545], [-2.8891, 0.3143, -5.2799], [-3.9975, -1.0200, -5.6618], [-0.3498, -0.6267, -8.0981], [0.8003, -1.4363, -7.0315], [0.1324, 0.1443, -6.5832], [-2.4029, -3.1453, -8.0488], [-2.9098, -3.8332, -6.5056], [-1.2421, -4.0377, -7.0669], [-0.2259, -2.7942, -4.2171], [-1.8888, -2.4672, -3.7297], [1.7191, -0.3280, -4.5891], [1.7149, -1.7191, -3.4761], [1.9750, -0.0709, -2.8526], [-0.1855, -3.9396, 0.0454], [1.1349, -3.8909, -0.3360], [1.4431, -2.5717, -0.4231], [0.3250, -1.8172, -0.1145], [-0.6276, -2.6780, 0.1791], [-0.7299, -4.7699, 0.2076], [1.7210, -4.7755, -0.5075], [2.3761, -2.1053, -0.6863], [-1.6334, -2.4352, 0.4736]],
  "orbital_gap_ev": 6.26,
  "fmax_ev_per_a": 1.19,
  "de_lowest_kj_mol": 31.4,
  "charge": 1,
  "e_homo_ev": -9.59
}